[1]
A molecular structure, C3H4GaLiO2 in a non-equilibrium geometry. Source: OMol25; level of theory: wB97M-V/def2-TZVPD.

CARTESIAN COORDINATES (ANGSTROEM)
O (-4.89610, 2.24884, -1.33611)
Li (-6.70751, 2.67334, -1.69637)
C (-4.40918, 1.99862, -0.21845)
O (-5.29240, 1.46989, 0.68935)
C (-6.66575, 1.67164, 0.55869)
C (-7.31585, 2.56512, 1.33946)
H (-7.14443, 0.88707, -0.03582)
H (-8.39417, 2.68301, 1.21184)
H (-6.98698, 2.77624, 2.36019)
Ga (-2.95715, 2.81697, 0.85251)
H (-4.13011, 3.55500, 1.97002)

The value obtained for the orbital gap (spin up / spin down) is 8.042 / 8.628 eV. The spin multiplicity is 2. Its total charge is +1. The value obtained for the LUMO energy (spin up / spin down) is -4.288 / -5.392 eV. For the highest occupied orbital energy (spin up / spin down), the calculation gives -12.330 / -14.020 eV. The value obtained for the total energy is -59842.326 eV.

[2]
C5H8O2 in the gas phase. Source: OMol25; level of theory: wB97M-V/def2-TZVPD.

CARTESIAN COORDINATES (ANGSTROEM)
C (-0.20898, -1.56493, 0.41901)
C (0.12732, -0.31437, -0.38877)
C (1.15533, 0.58566, 0.36113)
O (0.46266, 1.77445, 0.76947)
C (-0.82039, 1.63443, 0.34910)
C (-1.07074, 0.60322, -0.44764)
O (0.61329, -0.75029, -1.64518)
H (-0.31324, -1.30801, 1.47651)
H (-1.15150, -2.01109, 0.09163)
H (0.58435, -2.30814, 0.31220)
H (2.00867, 0.83067, -0.28275)
H (1.53275, 0.12483, 1.27737)
H (-1.51602, 2.31854, 0.80305)
H (-2.03102, 0.35297, -0.88377)
H (0.62752, 0.03205, -2.21135)

The value obtained for the orbital gap is 9.735 eV. The SMILES is C[C@@]1(O)C=COC1. The value obtained for the LUMO energy is 0.883 eV. For the highest occupied orbital energy, the calculation gives -8.851 eV. The value obtained for the total energy is -9408.608 eV.

[3]
2 unconnected molecules or ions with the total composition C3H11N2OP in a non-equilibrium geometry. Source: OMol25; level of theory: wB97M-V/def2-TZVPD.

CARTESIAN COORDINATES (ANGSTROEM)
C (0.26014, -1.07130, -2.10852)
C (1.14696, 2.47223, 0.36235)
C (-1.85223, -0.98681, 1.54560)
N (-0.56550, -0.64097, -0.91379)
N (1.37997, 1.33774, 1.24162)
O (0.41450, -2.53272, 0.65449)
P (-0.16729, -1.16991, 0.63375)
H (0.76841, -1.99048, -1.87061)
H (-0.45393, -1.47184, -2.73338)
H (0.77412, -0.20279, -2.54960)
H (1.29566, 2.15580, -0.73215)
H (0.25319, 2.90247, 0.69623)
H (2.00641, 3.14252, 0.52289)
H (-2.37945, -0.02979, 1.74989)
H (-2.47097, -1.63905, 0.93001)
H (-1.54977, -1.29709, 2.63645)
H (-0.92373, 0.26991, -0.88363)
H (2.06351, 0.75206, 0.81843)

The value obtained for the orbital gap (spin up / spin down) is 7.328 / 9.217 eV. The value obtained for the LUMO energy (spin up / spin down) is -0.109 / -0.294 eV. For the highest occupied orbital energy (spin up / spin down), the calculation gives -7.437 / -9.511 eV. The value obtained for the total energy is -17602.805 eV.

[4]
C5H8 in the gas phase in a non-equilibrium geometry. Source: OMol25; level of theory: wB97M-V/def2-TZVPD.

CARTESIAN COORDINATES (ANGSTROEM)
C (0.27037, -1.91682, 0.31571)
C (1.28329, -0.78621, 0.09545)
C (0.45358, 0.37526, -0.14868)
C (-0.63069, 0.90146, -0.22833)
C (-1.55787, 1.97685, -0.51174)
H (-0.41030, -1.64247, 1.13015)
H (0.77004, -2.85405, 0.55325)
H (-0.35173, -2.04177, -0.57881)
H (1.94915, -0.99329, -0.74855)
H (1.90348, -0.62073, 0.98129)
H (-0.83453, 2.78304, -0.42163)
H (-1.95883, 1.85912, -1.52710)
H (-2.37526, 2.15451, 0.19334)

The value obtained for the orbital gap is 10.208 eV. The SMILES is CC#CCC. The value obtained for the LUMO energy is 0.998 eV. For the highest occupied orbital energy, the calculation gives -9.210 eV. The value obtained for the total energy is -5312.523 eV.

[5]
2 unconnected molecules or ions with the total composition C4H8NO in a non-equilibrium geometry. Source: OMol25; level of theory: wB97M-V/def2-TZVPD.

CARTESIAN COORDINATES (ANGSTROEM)
C (0.61428, -0.22620, -0.12021)
C (1.72436, 0.70888, -0.00906)
C (-1.87612, -0.68927, 0.00454)
C (-0.70096, 0.27952, 0.03832)
N (-1.63648, 1.11444, -1.74065)
O (-1.38159, 0.72046, -2.72727)
H (0.89886, -1.24558, -0.36335)
H (2.58302, 0.15751, 0.47399)
H (1.60573, 1.66744, 0.31530)
H (2.10783, 0.94048, -1.12912)
H (-2.75316, -0.26851, -0.58842)
H (-1.43707, -1.68938, -0.37267)
H (-2.47370, -0.80687, 0.93010)
H (-0.82727, 1.06274, 0.86844)

The value obtained for the orbital gap (spin up / spin down) is 7.958 / 7.195 eV. Its total charge is +1. The value obtained for the LUMO energy (spin up / spin down) is -6.471 / -7.092 eV. For the highest occupied orbital energy (spin up / spin down), the calculation gives -14.429 / -14.287 eV. The value obtained for the total energy is -7803.095 eV.

[6]
2 unconnected molecules or ions with the total composition C3H11N4 in a non-equilibrium geometry. Source: OMol25; level of theory: wB97M-V/def2-TZVPD.

CARTESIAN COORDINATES (ANGSTROEM)
N (1.64581, 0.17272, -2.59865)
C (1.65934, -0.16527, -1.29979)
N (1.77414, 0.48489, -0.17762)
H (1.31692, 1.10975, -2.84816)
H (1.37475, -0.57140, -3.25863)
H (1.72797, -1.24984, -1.13775)
H (1.97289, 1.49236, -0.27246)
C (-2.43033, 0.84647, 0.88589)
N (0.57044, -1.24825, 1.31718)
C (-0.67796, -0.85008, 1.27347)
N (-1.04426, 0.30645, 0.67188)
H (-2.28419, 1.89094, 1.09908)
H (-2.82762, 0.36938, 1.81137)
H (-3.10368, 0.68391, 0.02760)
H (1.36196, -0.66288, 0.82638)
H (0.75235, -2.15191, 1.67245)
H (-1.44202, -1.35268, 1.85902)
H (-0.34652, 0.89546, 0.14873)

The value obtained for the orbital gap is 11.140 eV. Its total charge is +1. The value obtained for the LUMO energy is -2.823 eV. For the highest occupied orbital energy, the calculation gives -13.963 eV. The value obtained for the total energy is -9243.644 eV.

[7]
C2HBr in the gas phase in a non-equilibrium geometry. Source: OMol25; level of theory: wB97M-V/def2-TZVPD.

CARTESIAN COORDINATES (ANGSTROEM)
C (0.92139, -0.87355, 0.19500)
C (-1.55415, 1.32839, 0.20229)
Br (-0.78988, -0.28767, 0.07071)
H (1.42264, -0.16716, -0.46801)

The value obtained for the orbital gap (spin up / spin down) is 7.243 / 7.175 eV. The value obtained for the LUMO energy (spin up / spin down) is -1.939 / -1.502 eV. For the highest occupied orbital energy (spin up / spin down), the calculation gives -9.183 / -8.678 eV. The value obtained for the total energy is -72121.682 eV.

[8]
A molecular structure, C7H7Cl2O3PS in a non-equilibrium geometry. Source: OMol25; level of theory: wB97M-V/def2-TZVPD.

CARTESIAN COORDINATES (ANGSTROEM)
S (-1.48667, -1.55937, 1.37897)
Cl (2.69592, -1.23183, -4.07694)
Cl (-2.23636, -1.62607, -1.84184)
O (-2.15428, 1.24605, 2.02015)
O (-1.10868, 0.94798, 3.39985)
O (0.53244, 0.76209, 2.88622)
C (-0.58213, -0.35087, 0.77941)
C (2.11268, -0.08312, -1.79193)
C (0.28350, -1.45476, -2.61095)
C (1.30427, 0.31134, -0.70259)
C (1.62761, -0.93854, -2.72603)
C (-0.57494, -1.09739, -1.53216)
C (0.02112, -0.30489, -0.55342)
P (-0.57953, 0.97088, 1.94103)
H (-2.40258, 1.09552, 1.10446)
H (-2.01749, 1.08887, 3.00449)
H (-0.11545, 0.89888, 3.63603)
H (3.13378, 0.32024, -1.93379)
H (-0.11572, -2.04798, -3.46432)
H (1.70622, 1.08550, 0.01531)
H (-0.04372, 1.96745, 1.06807)

The value obtained for the orbital gap is 7.418 eV. The value obtained for the LUMO energy is -1.562 eV. For the highest occupied orbital energy, the calculation gives -8.979 eV. The value obtained for the total energy is -58673.857 eV.

[9]
C5H6N2 in the gas phase. Source: OMol25; level of theory: wB97M-V/def2-TZVPD.

CARTESIAN COORDINATES (ANGSTROEM)
N (-2.14132, 0.78474, -1.08221)
C (-1.42246, 1.44460, -0.29255)
C (-1.37813, 0.03072, -0.00219)
C (-0.19367, -0.82382, -0.40556)
C (0.95706, -0.68356, 0.57905)
C (2.16617, 0.04378, 0.25698)
N (1.38100, 0.73265, 0.95046)
H (-1.98468, -0.35746, 0.81829)
H (0.12521, -0.51720, -1.40947)
H (-0.49147, -1.87758, -0.47124)
H (0.97162, -1.39317, 1.40761)
H (-1.11617, 2.46847, -0.11428)
H (3.12685, 0.14782, -0.23488)

The value obtained for the orbital gap is 10.947 eV. The SMILES is C1=N[C@H]1C[C@H]1C=N1. The value obtained for the LUMO energy is 1.121 eV. For the highest occupied orbital energy, the calculation gives -9.826 eV. The value obtained for the total energy is -8258.216 eV.

[10]
2 unconnected molecules or ions with the total composition C4H11FN3 in a non-equilibrium geometry. Source: OMol25; level of theory: wB97M-V/def2-TZVPD.

CARTESIAN COORDINATES (ANGSTROEM)
C (1.50056, 0.48070, -0.12743)
C (-0.47986, -2.28841, -0.39194)
C (-1.59775, -0.02858, -0.48288)
C (-0.70711, -0.84836, 0.03531)
N (2.22409, 0.43460, 1.01247)
N (-1.95472, 1.16917, 0.18516)
N (0.96893, 1.68369, -0.42594)
F (-0.17749, -0.76848, 1.35867)
H (1.62457, -0.26100, -0.96596)
H (-1.04965, -2.95480, 0.21589)
H (-0.83184, -2.28252, -1.48005)
H (0.60312, -2.41956, -0.36643)
H (-2.01031, -0.12880, -1.45703)
H (3.03011, -0.23156, 1.25304)
H (-2.08067, 1.22543, 1.18027)
H (-2.45264, 1.91950, -0.37311)
H (2.17314, 1.17727, 1.73897)
H (0.82802, 2.33716, 0.32748)
H (0.38951, 1.78456, -1.23649)

The value obtained for the orbital gap is 8.523 eV. Its total charge is +1. The value obtained for the LUMO energy is -3.817 eV. For the highest occupied orbital energy, the calculation gives -12.340 eV. The value obtained for the total energy is -11506.563 eV.